*one*
Computed, not measured: 2 unconnected molecules or ions with the total composition C2H11N2, with ωB97M-V with the def2-TZVPD basis set.

```
! wB97M-V def2-TZVPD RIJCOSX def2/J DEFGRID3
* xyz 1 1
H -1.36995 1.03973 2.32978
C -0.94319 0.38244 1.56251
H 0.57274 -0.01647 -0.70384
H -1.05065 -0.31176 -0.97644
H 0.03630 1.97616 0.47436
N 1.71615 -1.52538 -0.94860
H -1.60935 1.83312 0.08284
H 1.36136 -2.38906 -0.54205
H 1.87219 -1.71939 -1.92735
H -0.04727 -0.04893 2.00788
H -1.66026 -0.42489 1.39894
H -0.43147 1.02290 -1.67810
N -0.35303 0.41973 -0.86330
C -0.73731 1.23503 0.33542
H 2.64375 -1.47323 -0.55206
*
```

From a Mulliken analysis of the wavefunction, the atomic charges in e read: 0.326, -1.085, 0.426, 0.329, 0.345, -0.911, 0.378, 0.279, 0.269, 0.339, 0.358, 0.357, -0.259, -0.414, 0.262


*two*
Computed, not measured: 2 unconnected molecules or ions with the total composition C2H11N2, with ωB97M-V with the def2-TZVPD basis set.

```
! wB97M-V def2-TZVPD RIJCOSX def2/J DEFGRID3
* xyz 1 1
H 0.38673 1.81534 -0.31091
H 0.11287 -1.57896 -1.15006
H -1.69299 0.20698 0.22744
H 1.98134 -0.87954 1.96665
H 0.28773 0.80777 -1.77507
H 2.10315 0.41302 1.08393
H -1.34155 -1.05494 -1.85439
N -0.74515 0.04150 -0.12561
H 1.40523 0.55100 2.60120
C -0.89199 -1.25320 -0.89011
N 1.43594 -0.01671 1.73410
C -0.28856 1.21293 -0.93196
H -0.27423 -0.10804 0.80927
H -1.33630 -1.96974 -0.18003
H -1.14219 1.81260 -1.20447
*
```

From a Mulliken analysis of the wavefunction, the atomic charges in e read: 0.331, 0.370, 0.398, 0.274, 0.335, 0.267, 0.384, -0.142, 0.268, -0.919, -0.877, -0.828, 0.457, 0.355, 0.328


*three*
Computed, not measured: 2 unconnected molecules or ions with the total composition C2H11N2, with ωB97M-V with the def2-TZVPD basis set.

```
! wB97M-V def2-TZVPD RIJCOSX def2/J DEFGRID3
* xyz 1 1
N -0.06593 0.32138 0.70747
H 0.35357 1.22489 0.92907
H -1.35400 -0.53711 -0.62954
H -0.14972 1.20149 -1.95686
H 1.67359 -2.65836 1.46848
H 2.11494 -2.58957 -0.08453
H 2.36930 -1.28848 0.87576
C -1.27251 0.46072 -0.22554
H -2.15949 0.61692 0.38028
N 1.70811 -2.02834 0.66896
H -0.34338 -0.07466 1.60648
H -0.74754 2.44422 -0.79949
C -0.94778 1.47987 -1.28189
H -1.80138 1.72672 -1.92368
H 0.62221 -0.29969 0.26500
*
```

From a Mulliken analysis of the wavefunction, the atomic charges in e read: -0.325, 0.353, 0.320, 0.350, 0.243, 0.241, 0.288, -0.319, 0.346, -0.819, 0.330, 0.355, -1.126, 0.334, 0.427


Stability, lowest: *two*